ORCA calculation (ωB97M-V/def2-TZVPD) on a cluster of 2 separate species, C6H15N4 in total at a distorted geometry.

As for the lowest unoccupied orbital energy: -2.67 eV. The energy comes out at -456.2742 a.u. For the orbital gap, the calculation gives 9.9 eV. The calculation puts the energy relative to the best compared isomer or geometry (same formula, charge and spin) at 320.0 kJ/mol. Its charge is +1.

```
25
Properties=species:S:1:pos:R:3:forces:R:3
C 0.8974 -2.5788 -1.1914 0.1 -0.1 -1.1
C -0.8271 2.6923 -0.3305 -1.2 0.5 2.5
C 0.2728 2.2906 0.7049 1.1 -1.3 -2.2
C -0.8563 1.5245 -1.3111 -2.1 3.1 -0.3
C 0.0688 0.7474 0.7299 1.9 -1.5 1.5
C -0.6074 0.2327 2.0105 0.3 -2.8 -1.3
N 0.0742 -1.8239 -1.6928 -1.1 1.8 0.5
N -0.7901 0.3731 -0.4243 2.3 -1.5 -2.5
N 1.8261 -3.1585 -0.7422 -0.7 -0.3 0.5
N 2.0180 -4.0815 0.2144 4.1 0.1 0.5
H -1.8352 2.7383 0.3570 2.1 0.2 -2.2
H -0.5934 3.6093 -0.8892 -0.5 0.0 0.7
H 1.3048 2.5154 0.2254 -1.6 -0.1 1.4
H 0.1294 2.5641 1.7480 0.3 0.9 -0.4
H -1.7770 1.6988 -1.9087 0.2 -1.1 0.5
H -0.0897 1.7531 -2.0748 0.5 -1.4 0.7
H 0.9654 0.1215 0.7773 0.4 0.6 -1.1
H -0.0363 -0.3007 2.7810 0.6 0.5 -0.5
H -1.3642 -0.5346 1.7549 -0.1 0.5 0.2
H -1.0144 1.0502 2.4258 -2.1 2.6 2.0
H -0.5179 -0.5697 -1.0725 0.7 0.9 1.7
H -1.5626 0.0536 0.0819 -2.7 0.2 -0.2
H -0.1453 -1.6460 -2.6448 0.1 -1.1 -1.0
H 2.9870 -4.3977 0.0554 -0.7 0.1 0.7
H 1.4729 -4.8735 0.4158 -1.8 -0.8 -0.7
```
Forces are in eV/Å.